(1)
2 unconnected molecules or ions with the total composition C4H8NOS in a non-equilibrium geometry, computed with ωB97M-V/def2-TZVPD.

Kohn-Sham gap (Eh): 0.385
Energy above the lowest of the compared OMol25 structures with the same formula, charge and spin (kcal per mole): 16.7
LUMO (eV): -3.37
Charge: +1

Last column: Löwdin charge in e.
Positions of all 15 atoms, in Å:
C1 0.5088 3.3118 1.7994  -0.0011
C2 -0.2771 0.7302 -0.7035  -0.3701
C3 -0.0201 -1.2943 -1.5065  -0.3524
C4 -0.1391 -1.1143 1.0033  0.0190
N1 0.3263 -0.5530 -0.2704  -0.2386
O1 0.4951 4.2261 2.4549  0.0628
S1 -0.1749 0.2612 -2.4806  0.9384
H1 0.2733 1.6229 -0.4076  0.0659
H2 -1.3149 0.7991 -0.3743  0.1111
H3 0.7379 -1.9916 -1.8595  0.1101
H4 -0.9844 -1.7941 -1.4016  0.1106
H5 0.2806 -2.1088 1.1474  0.1190
H6 0.1699 -0.4720 1.8265  0.1154
H7 -1.2258 -1.1853 0.9989  0.1155
H8 1.3446 -0.4380 -0.2266  0.1945

=====

(2)
A molecular structure, C41H103N5O6 in a non-equilibrium geometry, computed with ωB97M-V/def2-TZVPD.

Kohn-Sham gap (Eh): 0.266
Energy above the lowest of the compared OMol25 structures with the same formula, charge and spin (kcal per mole): 1848.9
LUMO (eV): -8.62
Charge: +4

Last column: Löwdin charge in e.
Positions of all 155 atoms, in Å:
C1 1.0520 0.2512 -0.9607  -0.1926
O1 1.3840 -0.1591 0.3708  -0.3223
H1 1.8435 0.0600 -1.6854  0.0762
H2 0.1640 -0.2782 -1.3061  0.0207
H3 0.7649 1.3026 -0.9466  0.0663
C2 1.5403 0.2689 4.4396  -0.0542
C3 1.3052 -1.2133 4.1923  -0.0985
N1 1.3229 -1.5352 2.6518  -0.0645
C4 -0.1143 -1.0038 2.2340  -0.1366
C5 2.5613 -0.9282 1.8061  -0.1389
C6 3.8802 -1.6652 2.1703  -0.0309
C7 1.2132 -3.1332 2.4801  -0.0176
C8 1.4409 -3.7314 1.1272  -0.1379
O2 0.3200 -3.5030 0.3114  -0.2802
C9 0.1709 -4.4270 -0.7470  -0.0059
H4 2.3908 0.8075 4.0217  0.1111
H5 1.5348 0.4080 5.5206  0.1315
H6 0.6318 0.6598 3.9813  -0.0353
H7 0.4099 -1.7154 4.5589  0.1377
H8 2.2069 -1.7085 4.5526  0.1258
H9 -0.3840 -1.4815 1.2921  0.0857
H10 0.0134 0.0254 1.8985  0.0797
H11 -0.8860 -1.1314 2.9931  0.0991
H12 2.5421 0.0968 2.1763  0.0446
H13 2.2392 -0.9676 0.7655  0.0240
H14 3.7469 -2.7460 2.1256  0.1038
H15 4.3109 -1.4275 3.1430  0.1261
H16 4.5777 -1.4236 1.3683  -0.0185
H17 0.2507 -3.4286 2.8978  0.1308
H18 2.0603 -3.5078 3.0549  0.1371
H19 1.6173 -4.7930 1.3000  0.1617
H20 2.3672 -3.4192 0.6450  0.1411
H21 -0.0345 -5.4330 -0.3812  0.1190
H22 1.1244 -4.2466 -1.2433  0.1366
H23 -0.7727 -4.2614 -1.2669  0.1051
C10 4.6905 3.9596 1.1625  -0.0235
C11 4.8787 2.5639 0.5581  -0.1181
N2 3.5869 1.8628 -0.0328  -0.0845
C12 2.5458 1.6788 1.1569  -0.0307
C13 2.8987 2.6917 -1.2157  -0.1369
C14 3.8547 3.1310 -2.3380  -0.0222
C15 3.8897 0.4962 -0.6704  -0.0275
C16 4.4569 -0.6876 0.2297  -0.2303
O3 5.6329 -0.5187 0.9942  -0.1729
C17 6.8402 -0.6145 0.3453  -0.0548
H24 3.9624 3.9492 1.9736  0.0722
H25 4.1902 4.4855 0.3492  0.0724
H26 5.5815 4.5155 1.4543  0.1111
H27 5.4099 1.8235 1.1562  0.1232
H28 5.6028 2.6647 -0.2504  0.1200
H29 2.4741 2.4313 1.9421  0.1044
H30 2.7669 0.8344 1.8097  0.0373
H31 1.6481 1.3975 0.6063  0.0422
H32 2.3925 3.5425 -0.7596  0.1218
H33 2.0960 2.0948 -1.6487  0.0705
H34 3.3264 3.7949 -3.0222  0.0981
H35 4.1284 2.2591 -2.9321  0.0877
H36 4.6469 3.7525 -1.9204  0.0867
H37 4.7184 0.6095 -1.3694  0.1321
H38 2.9651 0.1316 -1.1178  0.0760
H39 4.4649 -1.5173 -0.4772  0.1752
H40 3.6972 -0.9525 0.9651  -0.0411
H41 7.1514 -1.5803 -0.0529  0.1116
H42 7.5588 -0.5064 1.1577  0.1202
H43 6.8125 0.1429 -0.4381  0.0971
C18 -4.9469 -0.2162 2.1659  -0.0340
C19 -4.5206 -1.3790 1.2948  -0.1716
N3 -3.4443 -2.3332 1.8411  -0.1762
C20 -4.0043 -2.8495 3.2106  0.0867
C21 -3.2180 -3.5166 0.7669  -0.0514
C22 -2.0736 -4.5737 1.0931  -0.0312
C23 -2.0862 -1.5688 2.1535  -0.0610
C24 -1.5322 -0.4896 1.1052  -0.2588
O4 -1.5503 -0.8441 -0.2203  -0.0644
C25 -0.4518 -1.6101 -0.5464  -0.2690
H44 -5.7789 -0.5524 2.7846  0.1002
H45 -5.3499 0.5803 1.5404  0.0934
H46 -4.1282 0.1346 2.7943  0.0819
H47 -4.1283 -1.0195 0.3435  0.0880
H48 -5.3392 -2.0056 0.9408  0.1425
H49 -4.0500 -1.9243 3.7850  0.1003
H50 -3.2840 -3.6127 3.5055  0.1096
H51 -4.9952 -3.2291 2.9616  0.1246
H52 -2.8661 -3.1487 -0.1969  0.1003
H53 -4.1326 -4.0504 0.5087  0.1361
H54 -1.9486 -5.1788 0.1951  0.0836
H55 -2.3131 -5.2578 1.9072  0.0958
H56 -1.1790 -4.0610 1.4466  0.0481
H57 -1.3962 -2.3131 2.5509  0.1093
H58 -2.2610 -1.0463 3.0940  0.1414
H59 -0.5982 -0.0211 1.4153  0.0183
H60 -2.3177 0.2505 1.2587  0.1180
H61 -0.5474 -2.1682 -1.4778  -0.0771
H62 -0.1294 -2.3832 0.1510  0.0214
H63 0.3719 -0.8969 -0.5765  0.0596
C26 -2.6024 -2.4112 -4.6684  -0.0647
C27 -1.5723 -1.3297 -4.6217  -0.1471
N4 -1.4229 -0.5728 -3.2235  -0.0890
C28 -0.5997 -1.4916 -2.1565  -0.0487
C29 -0.4792 0.6766 -3.4132  -0.1984
C30 0.8871 0.4164 -3.8293  -0.0231
C31 -2.7549 -0.0646 -2.5996  -0.1794
C32 -3.5831 0.8041 -3.4589  -0.0864
O5 -3.3697 2.1022 -2.8875  -0.2723
C33 -4.1076 3.1385 -3.4345  -0.0276
H64 -2.5271 -3.0393 -3.7807  0.0688
H65 -2.4423 -3.0831 -5.5116  0.1040
H66 -3.6342 -2.0736 -4.7660  0.0901
H67 -1.8219 -0.6357 -5.4243  0.1209
H68 -0.5790 -1.6429 -4.9432  0.1138
H69 0.3204 -1.8266 -2.6352  0.2205
H70 -1.1974 -2.3676 -1.9045  0.1608
H71 -0.3712 -0.9778 -1.2227  -0.1211
H72 -0.5789 1.2455 -2.4888  0.0562
H73 -0.9916 1.2390 -4.1937  0.1540
H74 1.0701 -0.3159 -4.6157  0.1096
H75 1.5642 0.1265 -3.0259  0.0560
H76 1.3984 1.2608 -4.2917  0.1201
H77 -2.4329 0.3799 -1.6579  -0.0076
H78 -3.2178 -1.0435 -2.4743  0.1594
H79 -4.6383 0.5310 -3.4625  0.1697
H80 -3.4088 0.7172 -4.5314  0.1563
H81 -3.8969 3.1087 -4.5036  0.1202
H82 -3.9742 4.1345 -3.0124  0.1191
H83 -5.1751 2.9223 -3.3917  0.1202
C34 -0.8196 2.9268 -2.6875  -0.0325
C35 -1.7192 3.4723 -1.5721  -0.1148
N5 -1.5562 2.6635 -0.2758  -0.1389
C36 -2.5954 3.3199 0.6130  0.0338
C37 -1.9184 1.1284 -0.2862  -0.0700
C38 -3.3377 0.8650 -0.9948  -0.1074
C39 -0.0491 2.8848 0.2559  0.0142
C40 0.4049 2.4141 1.7282  -0.1623
O6 -0.5176 2.8168 2.7772  -0.1205
C41 -0.0479 2.3065 4.0286  -0.0667
H84 -0.9324 1.8596 -2.8783  -0.0880
H85 0.1856 3.0064 -2.2737  0.0851
H86 -0.7668 3.4991 -3.6137  0.1381
H87 -2.7564 3.5666 -1.8935  0.0819
H88 -1.4352 4.4723 -1.2441  0.1365
H89 -2.1192 4.2955 0.7103  0.1141
H90 -2.7438 2.9019 1.6087  0.1102
H91 -3.5203 3.4265 0.0461  0.1133
H92 -2.0190 0.8909 0.7729  0.0384
H93 -1.1470 0.4463 -0.6435  0.0974
H94 -3.3888 -0.2236 -1.0143  0.0930
H95 -3.2576 1.2292 -2.0190  -0.0578
H96 -4.2083 1.2753 -0.4831  0.1316
H97 0.1241 3.9609 0.2697  0.1487
H98 0.7280 2.4795 -0.3921  0.0385
H99 1.4257 2.7940 1.6852  0.0640
H100 0.6101 1.3439 1.7537  0.0835
H101 -0.7726 2.4284 4.8337  0.1282
H102 0.9174 2.6387 4.4104  0.1266
H103 -0.0937 1.2199 3.9557  0.0162

=====

(3)
A gas-phase ion, C8H10N3S3 (charge +1) in a non-equilibrium geometry, computed with ωB97M-V/def2-TZVPD.

Kohn-Sham gap (Eh): 0.214
Energy above the lowest of the compared OMol25 structures with the same formula, charge and spin (kcal per mole): 69.2
LUMO (eV): -5.04
Charge: +1

Last column: Löwdin charge in e.
Positions of all 24 atoms, in Å:
C1 -1.8011 -1.7075 -0.3655  -0.0652
C2 -1.4101 1.2459 -1.4111  -0.3478
C3 -0.9640 0.4693 -0.3990  -0.4023
C4 0.7768 1.8284 -0.5538  -1.0540
C5 2.0076 1.1308 2.9728  0.0255
C6 0.8873 0.6203 2.4942  -0.1778
C7 -0.1182 -1.3514 -2.0236  -0.4324
C8 0.9463 0.0048 1.1717  -0.1910
N1 -1.7368 -0.5704 0.2149  0.1929
N2 0.2300 0.8317 0.1519  -0.1195
N3 -1.1422 -2.1329 -1.4681  -0.0232
S1 2.2876 2.3768 -0.1501  0.6698
S2 -0.2719 2.4602 -1.8336  1.0528
S3 0.3199 -1.7355 -3.5987  0.9451
H1 -2.4261 -2.5389 -0.0637  0.1710
H2 2.0830 1.4448 4.0862  0.1094
H3 2.8010 1.4246 2.3546  0.0084
H4 -0.0974 0.3462 2.9275  0.1150
H5 -2.1889 1.0828 -2.0561  0.0594
H6 0.4805 -0.9291 1.0416  0.0852
H7 2.0219 -0.1329 0.6615  0.1595
H8 -2.3194 -0.3369 1.0054  0.1927
H9 -1.4843 -3.0905 -1.6121  0.1614
H10 1.1184 -0.7406 -3.5469  -0.1348

=====

(4)
C5H10O2 in the gas phase in a non-equilibrium geometry, computed with ωB97M-V/def2-TZVPD.

Kohn-Sham gap (Eh): 0.279
Energy above the lowest of the compared OMol25 structures with the same formula, charge and spin (kcal per mole): 134.9
LUMO (eV): -2.54

Last column: Löwdin charge in e.
Positions of all 17 atoms, in Å:
O1 -2.1034 1.0022 -0.9126  0.0345
C1 -2.1589 -0.1583 -0.4430  -0.6749
O2 -2.7423 -0.5856 0.5999  0.0564
C2 -0.5726 -0.8144 -0.0374  0.0346
C3 0.3987 0.2797 0.3941  -0.4085
C4 0.8532 1.2269 -0.7350  -0.0502
C5 1.5946 -0.4816 1.0009  -0.0651
H1 -2.4415 -0.8490 -1.3206  0.2304
H2 -0.7688 -1.5223 0.7568  0.1055
H3 -0.1749 -1.4525 -0.8298  0.1282
H4 -0.1294 0.8007 1.1852  0.1438
H5 1.4421 0.8742 -1.5721  0.0828
H6 1.2187 2.1883 -0.3859  0.0830
H7 -0.1708 1.3933 -1.0823  0.0508
H8 2.1907 0.2636 1.5299  0.0875
H9 1.3397 -1.3099 1.6615  0.0785
H10 2.2250 -0.8551 0.1904  0.0827

=====

| no. | E_tot (Eh) |
| --- | --- |
| 1 | -685.10002 |
| 2 | -2344.75920 |
| 3 | -1669.25688 |
| 4 | -346.81039 |